[1]
A cluster of 5 separate species, C49H107N4O4 in total, computed with ωB97M-V/def2-TZVPD.

The geometry in XYZ format:
```
164
Properties=species:S:1:pos:R:3:mulliken_charge:R:1
C 1.162 -5.209 1.997 -1.2973
C 0.860 -3.723 2.223 -0.4386
C 0.884 -2.943 0.891 -0.8255
C -0.464 -2.873 0.182 -0.7226
N -1.213 -1.573 0.361 1.8704
C -1.110 -1.017 1.741 -0.4300
C -2.201 0.016 2.106 -0.8932
C -3.416 0.190 1.173 -0.4913
C -3.328 1.370 0.174 -0.6077
C -3.901 1.059 -1.227 -0.7517
N -3.183 1.668 -2.352 -0.5839
C -0.830 -0.539 -0.682 -1.3090
C 0.335 -0.873 -1.619 0.2199
N 0.146 -0.058 -2.815 -0.4667
C 0.810 1.023 -2.969 1.0704
C 1.348 1.892 -1.859 -1.3653
C 1.026 1.508 -4.374 -1.4902
N 0.437 -2.269 -2.020 0.1774
C -0.410 -3.212 -1.330 0.3167
C -1.838 -3.207 -1.918 -0.3113
C -2.738 -4.349 -1.407 -1.5694
C -4.102 -3.829 -0.940 0.4881
C -4.924 -4.884 -0.226 -1.0417
O -5.446 -5.773 -1.226 -0.3217
C -5.709 -7.029 -0.765 0.7118
C -5.085 -8.135 -1.555 -1.0145
O -6.402 -7.214 0.193 -0.5186
O 0.099 -4.523 -1.332 -0.1594
C 0.843 -4.993 -2.456 -0.6716
C 0.036 -5.313 -3.710 -0.2676
O 0.341 -4.362 -4.707 -0.3602
C -0.692 -4.053 -5.639 -0.3833
C -0.908 -2.547 -5.684 -0.6284
H 1.233 -5.711 2.961 0.4688
H 2.084 -5.352 1.439 0.3404
H 0.329 -5.682 1.472 0.2068
H -0.124 -3.670 2.690 0.0834
H 1.628 -3.306 2.874 0.4302
H 1.558 -3.490 0.231 0.4831
H 1.344 -1.960 1.017 0.4774
H -1.107 -3.635 0.631 1.0778
H -2.189 -1.823 0.217 -0.9260
H -1.175 -1.855 2.431 -0.0279
H -0.119 -0.583 1.848 0.4574
H -1.741 0.993 2.260 0.4556
H -2.582 -0.279 3.084 0.3766
H -3.709 -0.729 0.657 -0.0326
H -4.250 0.429 1.833 0.7061
H -3.928 2.182 0.590 0.5536
H -2.316 1.770 0.099 0.2515
H -4.924 1.416 -1.305 0.4961
H -3.864 -0.024 -1.387 0.1805
H -3.450 2.634 -2.479 0.2936
H -2.179 1.623 -2.230 0.1279
H -0.602 0.384 -0.158 0.8330
H -1.708 -0.373 -1.300 -0.3099
H 1.273 -0.595 -1.127 0.1309
H 0.567 2.250 -1.190 0.2043
H 1.885 2.739 -2.275 0.4776
H 2.080 1.338 -1.261 0.3058
H 1.453 2.507 -4.371 0.4400
H 1.618 0.802 -4.949 0.2732
H 0.046 1.597 -4.851 0.3936
H 1.407 -2.543 -1.950 0.4977
H -2.340 -2.256 -1.730 -0.9135
H -1.746 -3.260 -3.002 0.8897
H -2.286 -4.873 -0.564 0.3022
H -2.909 -5.066 -2.209 0.5814
H -3.970 -2.997 -0.234 -0.3481
H -4.671 -3.438 -1.787 0.3817
H -5.744 -4.437 0.339 0.3599
H -4.287 -5.446 0.462 0.4457
H -4.561 -7.779 -2.439 0.3014
H -5.882 -8.807 -1.873 0.3346
H -4.397 -8.694 -0.925 0.2889
H 1.655 -4.331 -2.759 0.3150
H 1.315 -5.908 -2.100 0.6018
H -1.033 -5.352 -3.482 0.0051
H 0.313 -6.313 -4.063 0.5147
H -0.342 -4.373 -6.624 0.4031
H -1.612 -4.595 -5.409 0.2780
H -0.880 -2.121 -4.680 -0.0830
H -1.869 -2.296 -6.132 0.3153
H -0.102 -2.074 -6.245 0.3472
C -4.561 -0.641 8.309 -1.3588
C -5.204 -0.702 6.927 0.5107
C -5.821 -2.062 6.602 -0.8214
C -4.828 -3.225 6.565 -1.0199
C -3.676 -3.045 5.579 -0.4095
C -4.139 -2.930 4.130 -0.3048
H -3.733 -1.346 8.403 0.3950
H -4.163 0.355 8.508 0.4028
H -5.291 -0.870 9.087 0.2876
H -4.467 -0.426 6.166 -0.0686
H -5.993 0.054 6.875 -0.0157
H -6.342 -1.995 5.642 0.2933
H -6.592 -2.289 7.343 0.4774
H -5.373 -4.139 6.313 0.3847
H -4.415 -3.389 7.563 0.3359
H -3.002 -3.901 5.670 0.4716
H -3.085 -2.164 5.847 0.2194
H -4.696 -3.818 3.824 0.4501
H -3.277 -2.829 3.460 -0.4506
H -4.779 -2.058 3.978 0.2498
C 7.840 2.307 -6.096 -1.1683
C 6.659 2.739 -5.231 -0.4306
C 6.861 2.457 -3.743 -0.5513
C 7.023 0.979 -3.385 -0.8753
C 5.861 0.085 -3.816 -0.6742
C 4.537 0.460 -3.159 -0.8002
H 8.010 1.231 -6.044 0.3868
H 7.659 2.559 -7.141 0.3828
H 8.756 2.812 -5.782 0.1385
H 5.745 2.257 -5.592 0.3280
H 6.505 3.814 -5.359 0.3797
H 6.020 2.880 -3.185 0.3135
H 7.748 2.996 -3.398 0.3151
H 7.150 0.897 -2.300 0.3768
H 7.946 0.594 -3.823 0.3416
H 6.104 -0.949 -3.559 0.4211
H 5.749 0.108 -4.902 0.2841
H 4.614 0.399 -2.070 0.2990
H 3.744 -0.224 -3.478 0.3249
H 4.217 1.470 -3.423 0.2091
C -7.386 5.674 10.199 -1.1834
C -8.039 5.610 8.821 -0.3431
C -8.668 4.254 8.508 -0.7940
C -7.685 3.082 8.476 -0.6764
C -6.535 3.236 7.483 0.0161
C -6.995 3.332 6.031 -1.3291
H -6.564 4.962 10.290 0.2774
H -6.978 6.668 10.388 0.3748
H -8.112 5.456 10.984 0.2961
H -7.305 5.873 8.054 0.2267
H -8.821 6.372 8.766 0.3682
H -9.193 4.318 7.551 0.3061
H -9.438 4.038 9.256 0.3881
H -8.242 2.170 8.235 0.3791
H -7.271 2.924 9.475 0.3411
H -5.872 2.372 7.586 -0.0450
H -5.932 4.112 7.735 0.3614
H -7.566 2.446 5.744 0.2846
H -6.139 3.411 5.357 0.3556
H -7.623 4.208 5.862 0.3962
C 13.871 7.051 -4.883 -1.2144
C 12.902 5.967 -4.420 -0.4381
C 12.120 5.322 -5.564 -0.4803
C 11.216 6.278 -6.344 -0.6793
C 10.173 7.009 -5.500 -0.5057
C 9.179 6.071 -4.822 -1.0125
H 13.350 7.881 -5.363 0.2815
H 14.426 7.460 -4.038 0.3804
H 14.594 6.648 -5.594 0.2958
H 12.214 6.382 -3.678 0.2259
H 13.467 5.185 -3.907 0.3957
H 11.521 4.498 -5.163 0.1394
H 12.826 4.866 -6.263 0.4149
H 10.703 5.708 -7.125 0.3556
H 11.829 7.016 -6.868 0.3333
H 9.625 7.697 -6.148 0.3520
H 10.664 7.630 -4.746 0.2730
H 8.647 5.472 -5.565 0.1782
H 8.438 6.638 -4.257 0.4523
H 9.673 5.392 -4.125 0.2398
```

The value obtained for the calculated total energy is -66692.574 eV. The net charge is +1. As for the HOMO energy: -0.429 Eh. The calculation puts the gap between HOMO and LUMO at 9.596 eV. As for the LUMO energy: -2.088 eV.

***

[2]
A cluster of 13 separate species, C49H109BN5O20 in total, computed with ωB97M-V/def2-TZVPD.

The geometry in XYZ format:
```
184
Properties=species:S:1:pos:R:3:mulliken_charge:R:1
O -5.801 10.466 -24.938 -0.9080
C -4.935 11.288 -24.793 0.9183
O -3.663 11.113 -24.709 0.2915
B -2.942 12.408 -24.550 0.8889
O -4.061 13.369 -24.317 -0.7413
C -5.188 12.804 -24.646 0.5406
O -6.299 13.386 -24.725 -1.0289
O -2.171 12.811 -25.763 -0.0112
C -0.921 13.285 -25.345 -0.4225
O -0.070 13.878 -25.988 -0.7440
C -0.825 12.941 -23.789 1.5059
O -1.959 12.380 -23.452 -0.3064
O 0.210 13.172 -23.143 -0.5986
C -3.873 13.541 -30.829 -1.9342
C -3.411 12.039 -30.523 1.5417
C -2.332 12.160 -29.392 -1.4423
C -2.256 10.942 -28.478 -0.8318
C -3.615 10.480 -28.041 -0.4221
C -4.625 10.134 -29.156 2.2607
N -4.658 11.294 -30.136 0.4171
O -5.592 11.224 -31.140 -0.4964
C -4.075 8.864 -29.849 -2.0691
C -6.036 9.952 -28.577 -1.9600
C -2.890 11.275 -31.729 -1.7818
H -3.090 14.027 -31.411 0.3970
H -4.164 14.103 -29.941 0.4067
H -4.762 13.640 -31.451 0.4090
H -1.376 11.993 -29.890 0.3123
H -2.303 13.162 -28.966 0.4560
H -1.596 11.219 -27.656 0.0173
H -1.683 10.144 -28.949 0.6358
H -4.044 11.274 -27.431 -0.4321
H -3.269 9.620 -27.466 0.5189
H -4.432 7.950 -29.375 0.4542
H -4.315 8.788 -30.910 0.3587
H -3.004 8.678 -29.773 0.3191
H -6.285 10.922 -28.148 0.4839
H -6.825 9.641 -29.261 0.4063
H -5.946 9.330 -27.686 0.3470
H -2.361 10.379 -31.407 0.3600
H -2.127 11.905 -32.187 0.4968
H -3.528 11.123 -32.600 0.3204
H -6.283 11.671 -30.646 0.3797
C -8.936 7.439 -23.955 -1.7714
C -8.538 7.335 -22.531 1.6925
C -8.670 5.849 -22.064 -1.4038
C -7.535 4.965 -22.588 -0.9017
C -6.152 5.540 -22.146 -1.2954
C -5.969 7.013 -22.543 2.1604
N -7.145 7.838 -22.225 0.1846
O -6.925 9.187 -22.415 -0.3358
C -4.695 7.360 -21.786 -1.9482
C -5.557 6.933 -24.049 -1.2660
C -9.567 8.077 -21.619 -1.9078
H -10.018 7.309 -23.959 0.5040
H -8.473 6.715 -24.625 0.2788
H -8.845 8.481 -24.260 0.3931
H -8.531 5.856 -20.983 0.4219
H -9.681 5.502 -22.279 0.5468
H -7.535 4.946 -23.678 0.3048
H -7.703 3.901 -22.420 0.4182
H -5.540 4.868 -22.748 0.3687
H -6.181 5.361 -21.071 0.4412
H -3.783 6.892 -22.156 0.2334
H -4.390 8.400 -21.905 -0.0048
H -4.636 7.367 -20.698 0.6147
H -5.712 7.914 -24.498 0.0966
H -4.538 6.624 -24.278 0.3100
H -6.184 6.219 -24.584 0.2733
H -9.040 8.140 -20.667 0.4610
H -10.517 7.581 -21.421 0.3520
H -9.639 9.082 -22.034 0.4001
H -6.737 9.370 -23.339 0.3796
C 1.456 7.537 -23.627 -2.0653
C -0.117 7.406 -23.317 1.8070
C -0.473 5.942 -22.867 -1.5099
C 0.074 5.480 -21.511 -0.7737
C -0.512 6.516 -20.487 -1.2579
C -0.274 8.070 -20.848 1.2399
N -0.659 8.298 -22.266 0.2304
O -0.727 9.629 -22.674 1.7611
C -1.226 8.795 -19.879 -1.1463
C 1.227 8.353 -20.462 -1.3713
C -0.952 7.638 -24.694 -1.8943
H 2.170 7.039 -22.971 0.3867
H 1.680 8.535 -24.003 0.4378
H 1.630 6.944 -24.525 0.5910
H -1.553 5.834 -22.965 0.3121
H 0.092 5.468 -23.670 0.5579
H 1.160 5.401 -21.568 0.3395
H -0.231 4.489 -21.175 0.4750
H -0.147 6.213 -19.506 0.4193
H -1.596 6.406 -20.459 0.3019
H -0.900 8.783 -18.839 0.3977
H -1.303 9.844 -20.166 -0.1574
H -2.248 8.443 -20.018 0.0993
H 1.523 8.190 -19.426 0.5067
H 2.022 7.839 -21.003 0.1850
H 1.435 9.388 -20.734 0.0701
H -1.331 6.711 -25.123 0.4584
H -0.372 8.185 -25.438 0.3101
H -1.903 8.128 -24.486 0.1936
H -1.575 9.633 -23.125 -0.2699
C 2.992 14.947 -18.224 -1.7349
C 2.075 14.457 -19.404 1.3587
C 2.734 13.307 -20.269 -0.6793
C 2.661 11.905 -19.645 -1.0551
C 1.169 11.573 -19.134 -0.6757
C 0.469 12.677 -18.409 1.6349
N 0.770 13.998 -19.022 1.2154
O -0.090 15.016 -18.649 -0.6123
C -1.074 12.547 -18.552 -1.4348
C 0.806 12.552 -16.879 -1.8182
C 2.045 15.609 -20.411 -1.6080
H 2.702 15.952 -17.917 0.4034
H 4.046 15.084 -18.463 0.4148
H 3.017 14.361 -17.305 0.2780
H 2.263 13.178 -21.243 -0.3200
H 3.789 13.543 -20.411 0.5590
H 3.306 11.858 -18.768 0.4518
H 2.916 11.198 -20.434 0.4721
H 1.175 10.652 -18.552 0.4577
H 0.538 11.314 -19.984 -0.4016
H -1.608 13.125 -17.798 0.3403
H -1.392 13.014 -19.484 0.1794
H -1.447 11.523 -18.574 0.3702
H 0.194 13.239 -16.294 0.3532
H 0.833 11.622 -16.310 0.3504
H 1.849 12.807 -16.690 0.3673
H 1.769 16.553 -19.941 0.3655
H 1.225 15.420 -21.104 0.2125
H 2.990 15.742 -20.938 0.3908
H 0.224 15.282 -17.782 0.2946
C 4.965 14.122 -27.202 -1.6975
C 4.454 15.067 -26.020 1.6658
C 4.397 14.177 -24.683 -1.0982
C 5.745 13.947 -23.927 -0.8091
C 6.520 15.253 -23.881 -1.2176
C 6.693 16.041 -25.233 1.7786
N 5.375 16.260 -25.837 0.0361
O 5.345 17.051 -26.987 -0.4391
C 7.251 17.359 -24.807 -2.1412
C 7.766 15.386 -26.129 -1.5299
C 2.919 15.579 -26.208 -2.0596
H 4.321 13.257 -27.361 0.4157
H 4.750 14.688 -28.108 0.4821
H 5.951 13.686 -27.038 0.3069
H 3.605 14.537 -24.027 0.3178
H 4.072 13.163 -24.919 0.4060
H 5.597 13.547 -22.924 0.3308
H 6.229 13.121 -24.447 0.3805
H 7.544 15.097 -23.542 0.4037
H 6.037 15.888 -23.138 0.3693
H 8.154 17.360 -24.196 0.4148
H 6.593 17.885 -24.116 0.4797
H 7.382 18.012 -25.670 0.4120
H 8.804 15.611 -25.883 0.4020
H 7.496 15.499 -27.179 0.2382
H 7.602 14.313 -26.026 0.3831
H 2.182 14.778 -26.272 0.5159
H 2.631 16.360 -25.505 0.4510
H 2.871 16.173 -27.120 0.4593
H 5.721 16.482 -27.663 0.3889
O -8.480 14.854 -25.729 -0.6474
H -8.649 15.737 -25.400 0.2992
H -7.588 14.658 -25.443 0.4077
O -1.325 14.985 -21.382 -0.6652
H -0.925 14.148 -21.619 -0.0004
H -0.900 15.229 -20.560 0.4061
O -7.696 13.870 -22.520 -0.6236
H -8.628 13.722 -22.678 0.2514
H -7.258 13.455 -23.263 0.3634
O -4.803 11.469 -21.567 -0.6923
H -5.188 10.605 -21.717 0.3269
H -3.858 11.322 -21.614 0.2262
O -4.745 14.223 -21.328 -0.6733
H -4.927 13.386 -21.758 0.2424
H -4.073 14.631 -21.874 0.3495
O 2.010 10.773 -23.071 -0.8120
H 1.514 11.585 -22.966 0.1526
H 1.387 10.081 -22.849 0.1419
O -3.068 15.871 -26.244 -0.6912
H -2.667 15.012 -26.108 0.2045
H -3.967 15.677 -26.510 0.3086
```

The value obtained for the calculated total energy is -101656.492 eV. The net charge is -1. As for the HOMO energy: -0.220 Eh. The calculation puts the gap between HOMO and LUMO at 8.014 eV. As for the LUMO energy: 2.016 eV.